{"formula": "C2H8N4", "method": "wB97M-V/def2-TZVPD", "elements": ["H", "N", "C", "N", "C", "N", "N", "H", "H", "H", "H", "H", "H", "H"], "positions_angstrom": [[1.498152, -1.137422, -0.197256], [0.583702, -1.119626, -0.639568], [-0.133393, -0.116332, -0.243625], [0.161955, 0.766423, 0.764136], [1.329466, 0.541584, 1.621832], [-1.404393, 0.035269, -0.790883], [-1.812087, -0.696734, -1.923662], [-0.283466, 1.743000, 0.740765], [1.263193, -0.450153, 2.077679], [1.327222, 1.263590, 2.428903], [2.271716, 0.646408, 1.050907], [-1.942658, 0.835706, -0.560240], [-1.081350, -0.629564, -2.668518], [-1.778060, -1.682149, -1.660468]], "forces_ev_per_angstrom": [[-0.162, 0.076, 0.006], [-0.325, 0.676, 0.214], [-0.207, -1.045, -0.520], [-0.640, 2.148, 0.461], [-0.215, 0.173, -0.736], [0.979, -0.527, -0.169], [0.823, -0.012, -0.391], [1.116, -2.358, 0.063], [0.093, 0.054, -0.179], [-0.030, 0.196, 0.033], [-0.274, -0.141, 0.344], [-0.408, 0.387, -0.024], [-0.649, 0.150, 0.865], [-0.101, 0.223, 0.032]], "lowdin_charge": [0.0151, 0.0990, -0.5407, -0.0445, -0.1065, -0.0783, -0.0050, 0.1633, 0.0848, 0.0724, 0.0838, 0.1033, 0.0853, 0.0680], "total_energy_ev": -8163.219, "relative_energy_kj_mol": 99.7}